Record 1
{"formula": "C5H14", "method": "ωB97M-V/def2-TZVPD", "orbital_gap_ev": 12.23, "largest_force_ev_per_a": 1.23, "smiles": "CCC.CC", "de_lowest_kcal_mol": 9.2, "e_lumo_ev": 1.19, "charge": 0, "homo_ev": -11.04, "species": ["C", "C", "C", "H", "H", "H", "H", "H", "H", "H", "H", "C", "C", "H", "H", "H", "H", "H", "H"], "xyz": [[0.635, 1.047, 1.612], [0.147, 2.066, 0.590], [1.560, -0.032, 1.059], [-0.212, 0.589, 2.126], [1.164, 1.510, 2.450], [-0.811, 1.751, 0.165], [0.027, 3.068, 0.986], [1.105, -1.014, 0.942], [2.398, -0.264, 1.726], [0.782, 2.016, -0.299], [2.038, 0.181, 0.111], [-1.306, -0.737, -1.837], [-0.891, -1.992, -1.057], [-2.292, -0.418, -1.533], [-0.565, 0.029, -1.665], [-1.335, -0.898, -2.914], [-1.223, -1.905, -0.023], [0.189, -2.094, -1.074], [-1.410, -2.902, -1.364]], "atomic_forces_ev_per_a": [[0.2, -0.1, 0.8], [-0.4, -0.8, -0.7], [0.5, -1.1, 0.3], [-0.1, -0.1, -0.2], [0.0, 0.4, -0.3], [-0.2, 0.1, 0.3], [0.2, 0.1, -0.1], [-0.5, 0.1, -0.2], [-0.1, 0.3, 0.2], [0.3, 0.6, 0.2], [-0.1, 0.4, -0.3], [0.2, -0.8, -0.2], [-0.6, 0.2, 0.2], [-0.2, 0.3, 0.1], [0.0, 0.5, 0.2], [0.0, -0.1, 0.0], [0.3, 0.3, 0.2], [0.0, -0.4, 0.0], [0.3, 0.0, -0.5]]}

=====

Record 2
{"formula": "C5H14", "method": "ωB97M-V/def2-TZVPD", "orbital_gap_ev": 12.45, "largest_force_ev_per_a": 1.06, "smiles": "CCC.CC", "de_lowest_kcal_mol": 6.5, "e_lumo_ev": 1.11, "charge": 0, "homo_ev": -11.34, "species": ["C", "C", "C", "H", "H", "H", "H", "H", "H", "H", "H", "C", "C", "H", "H", "H", "H", "H", "H"], "xyz": [[-0.465, 0.919, 1.088], [-1.050, -0.230, 1.914], [-1.099, 2.277, 1.398], [0.614, 0.990, 1.192], [-0.733, 0.691, 0.053], [-1.727, -0.863, 1.338], [-2.147, 2.326, 1.106], [-1.621, 0.131, 2.772], [-0.296, -0.903, 2.327], [-1.033, 2.496, 2.468], [-0.566, 3.086, 0.896], [1.359, -0.641, -2.274], [1.243, -2.104, -1.895], [0.912, -0.352, -3.223], [0.729, -0.116, -1.546], [2.349, -0.190, -2.282], [1.785, -2.324, -0.976], [1.547, -2.830, -2.654], [0.199, -2.362, -1.701]], "atomic_forces_ev_per_a": [[-0.9, 0.1, -0.3], [-0.1, -0.3, 0.5], [0.3, 0.1, 0.3], [0.1, -0.1, -0.1], [0.6, 0.1, -0.1], [0.0, 0.1, -0.1], [0.0, -0.1, 0.0], [0.0, 0.1, 0.0], [0.1, 0.1, -0.1], [-0.1, 0.0, 0.0], [-0.1, 0.0, -0.1], [-0.8, 0.7, 0.3], [-0.2, -0.6, -0.3], [-0.1, -0.5, -0.3], [0.4, 0.3, 0.0], [0.2, -0.3, 0.3], [0.1, 0.0, 0.0], [0.3, 0.3, 0.0], [0.0, 0.2, 0.1]]}

=====

Record 3
{"formula": "C5H14", "method": "ωB97M-V/def2-TZVPD", "orbital_gap_ev": [11.65, 3.85], "largest_force_ev_per_a": 1.47, "de_lowest_kcal_mol": 11.9, "e_lumo_ev": [-3.15, -10.95], "charge": 1, "homo_ev": [-14.80, -14.79], "multiplicity": 2, "species": ["C", "C", "C", "H", "H", "H", "H", "H", "H", "H", "H", "C", "C", "H", "H", "H", "H", "H", "H"], "xyz": [[0.300, 1.227, -1.101], [0.036, 2.368, -0.149], [-0.964, 0.971, -1.927], [1.097, 1.419, -1.830], [0.750, 0.368, -0.558], [-0.549, 2.185, 0.764], [-0.499, 3.160, -0.671], [-0.694, 0.261, -2.736], [-1.722, 0.451, -1.331], [1.063, 2.656, 0.165], [-1.441, 1.790, -2.462], [0.325, -2.592, 0.865], [0.364, -1.653, 2.074], [-0.113, -3.543, 1.139], [-0.262, -2.146, 0.053], [1.312, -2.766, 0.452], [-0.241, -0.743, 1.980], [1.374, -1.338, 2.327], [-0.136, -2.076, 2.948]], "atomic_forces_ev_per_a": [[0.2, -0.3, 0.0], [-1.3, 0.2, 0.4], [-0.4, -0.9, -1.1], [0.1, -0.3, -0.6], [0.0, 0.4, 0.3], [0.4, -0.1, 0.1], [0.1, 0.0, -0.1], [0.5, 0.4, 0.2], [0.1, 0.6, 0.7], [0.2, -0.3, 0.1], [-0.1, 0.2, 0.1], [-0.2, 0.6, -0.1], [-0.5, 0.4, 0.4], [-0.1, -0.2, -0.2], [-0.1, -0.3, 0.1], [0.2, -0.1, 0.1], [0.2, 0.1, -0.6], [0.0, -0.1, 0.2], [0.5, -0.4, 0.1]]}

=====

Record 4
{"formula": "C5H14", "method": "ωB97M-V/def2-TZVPD", "orbital_gap_ev": [13.29, 4.26], "largest_force_ev_per_a": 2.31, "de_lowest_kcal_mol": 20.0, "e_lumo_ev": [-2.78, -11.08], "charge": 1, "homo_ev": [-16.07, -15.34], "multiplicity": 2, "species": ["C", "C", "H", "H", "H", "H", "H", "H", "C", "C", "C", "H", "H", "H", "H", "H", "H", "H", "H"], "xyz": [[0.791, 2.270, -1.727], [1.668, 1.925, -0.529], [-0.169, 1.756, -1.785], [0.686, 3.370, -1.614], [1.198, 2.204, -2.733], [1.425, 0.934, -0.051], [2.697, 1.806, -0.858], [1.464, 2.654, 0.259], [-0.865, -1.903, 1.128], [0.229, -0.910, 1.161], [-1.924, -1.615, 0.092], [-0.430, -2.902, 1.039], [-1.418, -1.881, 2.107], [0.515, -0.411, 0.191], [1.180, -1.268, 1.560], [-2.812, -2.245, 0.149], [-2.337, -0.599, 0.183], [0.020, 0.019, 1.741], [-1.647, -1.645, -0.974]], "atomic_forces_ev_per_a": [[0.3, 0.7, 0.0], [-0.4, -0.1, -1.5], [-0.3, 0.4, 0.4], [-0.8, -0.3, -0.1], [0.6, -0.6, 0.2], [-0.2, -0.3, 0.0], [0.2, 0.2, 0.5], [0.4, -0.3, 0.3], [1.0, 0.2, -2.1], [0.5, 0.0, 2.2], [-1.8, 0.7, -0.2], [-0.3, -0.3, 0.3], [0.1, 0.0, 0.2], [-0.2, 0.5, -0.6], [-0.1, -0.3, -0.1], [0.2, -0.3, 0.3], [0.2, 0.0, 0.2], [-0.3, 0.0, -0.5], [0.8, -0.3, 0.3]]}

=====

Record 5
{"formula": "C5H14BCeFN2O4", "method": "ωB97M-V/def2-TZVPD", "orbital_gap_ev": [3.23, 5.27], "largest_force_ev_per_a": 4.45, "e_lumo_ev": [-16.13, -14.83], "charge": 3, "homo_ev": [-19.35, -20.10], "multiplicity": 2, "species": ["N", "C", "C", "C", "F", "C", "N", "O", "C", "O", "B", "O", "O", "H", "H", "H", "H", "H", "H", "H", "H", "H", "H", "H", "H", "H", "H", "Ce"], "xyz": [[0.580, 1.244, 1.827], [-0.025, 0.831, 0.515], [-0.963, 1.939, 0.062], [-1.986, 1.377, -0.928], [-2.444, 2.366, -1.693], [1.177, 0.481, -0.417], [1.078, 1.200, -1.633], [1.228, -0.864, -0.764], [1.432, -1.739, 0.306], [0.677, -2.837, 0.293], [-0.568, -2.850, -0.413], [-0.616, -3.064, -1.729], [-1.729, -2.766, 0.272], [-0.237, 1.351, 2.457], [1.080, 0.399, 2.163], [-0.636, -0.034, 0.733], [-1.529, 2.245, 0.934], [-0.467, 2.823, -0.295], [-2.820, 0.969, -0.373], [-1.571, 0.578, -1.525], [2.119, 0.817, 0.072], [1.554, 0.713, -2.385], [1.399, 2.156, -1.558], [1.282, -1.208, 1.341], [2.466, -2.067, 0.298], [-0.754, -2.227, -2.189], [-1.740, -2.095, 0.961], [2.012, 0.262, 3.669]], "atomic_forces_ev_per_a": [[0.1, -0.2, 1.9], [0.6, 0.7, -0.1], [-0.2, -0.4, 0.5], [0.1, -0.4, 0.6], [-0.2, 0.8, -0.8], [-0.2, 1.1, -1.1], [0.2, -0.4, 0.0], [-0.6, -0.3, 1.1], [0.8, -1.6, -1.3], [0.1, 1.0, 0.3], [-1.3, -1.0, -0.4], [1.0, 0.4, -0.4], [0.1, 1.1, 0.4], [0.0, 0.4, 0.0], [-2.5, -0.6, -3.7], [-0.1, -0.5, -0.1], [-0.2, 0.3, 0.4], [0.3, 0.2, -0.4], [-0.3, -0.3, 0.3], [0.3, -0.2, -0.5], [0.3, -0.4, 0.7], [-0.1, 0.1, -0.2], [-0.1, 0.2, -0.2], [0.1, 0.5, 0.7], [0.6, 0.1, 0.3], [-0.3, -0.4, -0.7], [-0.3, -0.6, 0.5], [1.8, 0.3, 2.0]]}

=====

Record 6
{"formula": "C5H14BiClDyO3S", "method": "ωB97M-V/def2-TZVPD", "orbital_gap_ev": [4.24, 4.26], "largest_force_ev_per_a": 3.70, "de_lowest_kcal_mol": 16.6, "e_lumo_ev": [2.35, 2.35], "charge": -1, "homo_ev": [-1.89, -1.91], "multiplicity": 6, "species": ["Dy", "Cl", "C", "H", "H", "H", "Bi", "C", "C", "C", "H", "H", "H", "H", "H", "H", "H", "H", "C", "S", "O", "O", "O", "H", "H", "H"], "xyz": [[0.682, -0.449, -0.214], [0.147, 2.018, -1.063], [-1.488, -1.171, -0.192], [-1.579, -2.151, 0.320], [-1.643, -1.318, -1.259], [-2.367, -0.611, 0.170], [0.348, 0.660, -3.378], [-1.476, 0.992, -4.714], [2.288, 1.532, -4.272], [0.659, -1.489, -3.208], [3.001, 1.355, -3.448], [2.530, 0.872, -5.108], [2.168, 2.591, -4.505], [-2.316, 0.366, -4.308], [-1.722, 2.095, -4.713], [-1.150, 0.583, -5.693], [-0.132, -2.194, -3.463], [1.660, -1.921, -3.423], [0.424, -0.557, 3.884], [0.927, 0.525, 2.528], [-0.231, 0.703, 1.561], [1.557, 1.699, 3.085], [1.860, -0.472, 1.789], [-0.329, -0.052, 4.504], [1.394, -0.764, 4.356], [-0.107, -1.447, 3.518]], "atomic_forces_ev_per_a": [[-0.9, 0.6, -1.9], [0.2, 1.8, 3.2], [-0.7, -0.6, 0.5], [0.1, 0.0, -0.3], [-0.1, -0.3, -0.3], [0.6, 0.2, 0.0], [-0.3, -0.7, -1.0], [-0.4, -0.1, -1.0], [0.1, -0.9, -0.2], [1.3, -0.9, 0.9], [-0.3, 0.3, -0.4], [0.3, 0.5, -0.2], [0.1, -0.2, -0.1], [0.8, 0.7, -0.3], [0.2, -1.3, -0.2], [-0.7, 0.5, 0.2], [-0.1, 0.0, 0.0], [-0.5, 0.2, -0.2], [-0.6, 0.6, -0.3], [-0.5, -1.6, -1.2], [1.8, 0.3, 2.6], [-0.5, -0.9, -0.5], [-0.6, 1.6, 0.5], [0.7, 0.2, 0.1], [-0.6, -0.1, 0.2], [0.7, 0.2, -0.3]]}

=====

Record 7
{"formula": "C5H14F3Li2O9P", "method": "ωB97M-V/def2-TZVPD", "orbital_gap_ev": 2.19, "largest_force_ev_per_a": 3.98, "de_lowest_kcal_mol": 266.5, "e_lumo_ev": 3.11, "charge": -2, "homo_ev": 0.92, "species": ["Li", "Li", "C", "O", "O", "C", "F", "F", "F", "C", "C", "H", "H", "H", "H", "H", "H", "P", "O", "O", "O", "O", "O", "H", "H", "O", "H", "H", "C", "O", "H", "H", "H", "H"], "xyz": [[1.837, 0.775, -0.969], [5.062, 1.157, 3.014], [-1.192, -1.921, 2.257], [-1.785, -1.733, 0.985], [0.096, -1.393, 2.147], [-2.280, -1.583, 3.379], [-3.420, -2.329, 3.413], [-1.686, -1.686, 4.586], [-2.616, -0.269, 3.248], [-2.665, -2.813, 0.462], [-3.532, -2.306, -0.711], [-4.319, -1.578, -0.513], [-2.847, -2.076, -1.528], [-4.147, -3.127, -1.079], [-3.331, -3.252, 1.204], [-1.945, -3.543, 0.090], [-1.018, -2.997, 2.255], [4.849, 5.052, 1.086], [4.737, 4.788, 2.618], [6.331, 5.487, 0.999], [4.213, 6.318, 0.496], [4.804, 3.723, 0.304], [3.530, -4.885, -0.347], [2.856, -5.544, -0.515], [3.077, -4.198, 0.142], [2.293, -1.195, -4.320], [1.793, -1.106, -5.132], [3.062, -1.708, -4.567], [-2.203, 3.834, -2.378], [-0.915, 3.767, -1.740], [-2.934, 3.741, -1.575], [-2.447, 4.836, -2.731], [-2.460, 3.085, -3.127], [-0.801, 4.675, -1.451]], "atomic_forces_ev_per_a": [[0.1, 0.1, 0.4], [-0.1, 0.7, -0.5], [3.4, -1.1, -1.7], [-3.2, -0.2, -1.8], [-3.1, 0.1, 1.7], [2.5, 1.7, -0.7], [0.5, 0.4, -0.1], [-0.5, -0.4, 0.2], [-0.7, -0.6, 0.2], [0.7, 1.8, 0.3], [0.5, -1.0, 0.1], [0.7, 0.6, 0.3], [-0.3, 0.7, -0.1], [0.2, -0.6, 0.0], [0.3, 0.0, 0.3], [-0.3, -0.5, -0.1], [-0.5, -1.0, 1.0], [1.8, -0.1, 0.3], [-0.8, 0.0, -0.5], [1.6, 0.2, 0.3], [-1.3, -0.9, 0.2], [-1.4, -0.2, -0.1], [0.3, -0.2, -0.2], [-0.2, -0.1, 0.0], [-0.1, 0.3, 0.2], [-0.1, 0.1, 0.2], [-0.2, 0.1, -0.2], [0.3, -0.1, 0.1], [-0.8, 0.5, 1.5], [-0.6, 0.0, -1.2], [-0.4, -0.5, 0.1], [0.5, 0.1, -0.7], [0.8, -0.1, 0.0], [0.6, -0.1, 0.3]]}

=====

Record 8
{"formula": "C5H14INO", "method": "ωB97M-V/def2-TZVPD", "orbital_gap_ev": 7.04, "largest_force_ev_per_a": 3.54, "de_lowest_kcal_mol": 8.4, "e_lumo_ev": -0.07, "charge": 0, "homo_ev": -7.11, "species": ["I", "C", "N", "C", "C", "C", "C", "O", "H", "H", "H", "H", "H", "H", "H", "H", "H", "H", "H", "H", "H", "H"], "xyz": [[3.380, -2.136, -0.252], [-1.836, 0.765, -0.977], [-0.702, 0.142, -0.204], [-1.397, -0.508, 0.920], [0.087, -0.768, -1.126], [0.317, 1.164, 0.271], [1.683, 0.546, 0.746], [1.417, -0.489, 1.739], [-2.374, -0.136, -1.362], [-1.423, 1.264, -1.903], [-2.408, 1.375, -0.338], [-0.622, -0.980, 1.588], [-2.005, -1.345, 0.657], [-2.027, 0.242, 1.392], [0.618, -0.176, -1.871], [-0.550, -1.454, -1.649], [0.791, -1.297, -0.518], [-0.211, 1.825, 0.907], [0.570, 1.774, -0.623], [2.390, 1.383, 1.097], [2.169, 0.045, -0.058], [2.133, -1.237, 1.563]], "atomic_forces_ev_per_a": [[0.4, -0.6, -0.1], [1.7, -1.6, -2.7], [0.2, 0.4, -1.3], [1.7, -1.2, 1.9], [-0.5, 0.2, 0.3], [1.3, -0.2, -1.2], [-1.2, 0.4, 2.0], [1.6, 0.1, -0.8], [-0.1, 1.0, 0.5], [-0.5, -0.1, 1.3], [-0.7, 0.8, 0.5], [-0.7, 1.1, -0.4], [-0.5, -0.3, -1.0], [0.3, -0.1, 0.3], [-0.1, 0.2, 0.2], [-0.6, -0.3, 0.0], [0.4, -0.5, 0.1], [-0.3, 0.5, 1.2], [-0.2, -0.4, 0.3], [-1.2, -1.1, -0.2], [0.5, 0.1, -0.9], [-1.4, 1.6, 0.0]]}